Record 1
Below is a 9-piece molecular cluster, C26H73F3N6O9 overall in a non-equilibrium geometry, with properties calculated with the ωB97M-V functional and the def2-TZVPD basis.

Geometry (Å):
N1 0.35653 0.51768 0.01927
H1 0.36031 0.46315 -1.05414
H2 1.30818 0.59627 0.35302
H3 -0.14315 -0.27956 0.42480
H4 -0.21442 1.38294 0.31893
C1 1.80397 0.68753 -3.49463
O1 2.21293 -0.69982 -3.59283
O2 0.76292 0.80175 -2.71420
C2 3.02690 1.42509 -2.90545
F1 3.09694 1.28514 -1.54882
F2 4.22535 1.01712 -3.41091
F3 2.90646 2.79393 -3.16784
C3 2.74475 -1.04529 -4.81747
C4 3.60167 -2.29531 -4.63608
H5 2.94507 -3.08843 -4.25088
H6 3.92596 -2.66674 -5.61021
H7 4.43962 -2.15461 -3.96264
H8 3.42791 -0.28467 -5.21665
H9 1.94683 -1.24173 -5.53654
H10 1.64792 1.01263 -4.53966
C5 -0.04467 4.16088 -3.46805
O3 -0.54182 3.23305 -2.52372
H11 -0.24906 3.81355 -4.49046
H12 -0.49884 5.12988 -3.28343
H13 1.04478 4.26647 -3.42315
H14 -0.05276 2.36014 -2.67554
C6 -1.55154 0.33332 -5.13062
O4 -1.42230 -0.59251 -4.00497
H15 -0.65958 0.20447 -5.75506
H16 -2.45811 0.01999 -5.63719
H17 -1.60153 1.36727 -4.78613
H18 -0.75169 -0.23054 -3.39140
C7 -2.26571 -1.69582 3.50309
C8 -2.66004 -0.40379 2.82502
C9 -3.63914 0.38636 3.70982
O5 -3.78685 1.73601 3.32729
C10 -4.45858 1.91548 2.12132
N2 -1.39158 0.40448 2.61544
H19 -1.66782 -2.35895 2.86733
H20 -3.15321 -2.32136 3.69425
H21 -1.64634 -1.62498 4.40216
H22 -3.02357 -0.55172 1.80606
H23 -3.32392 0.33713 4.75214
H24 -4.63543 -0.08899 3.65580
H25 -5.36284 1.31314 1.98335
H26 -3.77548 1.73552 1.28587
H27 -4.77723 2.94948 2.03931
H28 -0.79285 0.36882 3.44260
H29 -1.65188 1.39641 2.55109
C11 0.46566 5.15079 0.26166
C12 -0.66808 4.43731 1.01255
C13 -1.96380 5.22560 0.89763
O6 -2.91921 4.54111 1.68806
C14 -2.91138 4.80054 3.07272
N3 -0.91790 3.08353 0.39698
H30 0.72569 6.11363 0.69734
H31 0.30917 5.16705 -0.81730
H32 1.36238 4.51749 0.36317
H33 -0.36181 4.29148 2.05245
H34 -2.34387 5.26710 -0.12112
H35 -1.86865 6.25600 1.27162
H36 -2.53754 5.80869 3.31218
H37 -2.23183 4.08973 3.55779
H38 -3.92051 4.72666 3.46948
H39 -1.02909 3.21245 -0.62368
H40 -1.88884 2.90305 0.71334
C15 -4.47164 -3.49114 -0.71422
C16 -2.96768 -3.68012 -0.61151
C17 -2.49208 -4.18394 -1.96358
O7 -1.13988 -4.57220 -1.82868
C18 -0.69184 -5.09288 -3.06088
N4 -2.33535 -2.39842 -0.25309
H41 -4.96870 -4.46027 -0.81024
H42 -4.74772 -2.88989 -1.58870
H43 -4.92166 -2.99300 0.14787
H44 -2.74448 -4.42511 0.15814
H45 -2.59750 -3.33998 -2.65761
H46 -3.11195 -5.00290 -2.35306
H47 -0.90030 -4.42080 -3.89206
H48 -1.21880 -6.04543 -3.19661
H49 0.36493 -5.33774 -2.98867
H50 -1.32243 -2.45763 -0.23748
H51 -2.60418 -1.73922 -0.98928
C19 1.89806 -4.61755 0.06683
C20 1.78866 -3.08085 -0.01218
C21 3.15706 -2.43362 -0.12263
O8 3.87843 -2.64270 1.10254
C22 5.22641 -2.17079 1.02740
N5 0.93157 -2.63074 -1.07842
H52 2.33267 -5.01555 -0.85955
H53 0.87788 -5.01743 0.06856
H54 2.40021 -5.00694 0.95176
H55 1.40357 -2.81234 0.98719
H56 3.01352 -1.34222 -0.24254
H57 3.70526 -2.74370 -1.02459
H58 5.65984 -2.31842 2.01357
H59 5.28650 -1.10978 0.70674
H60 5.81437 -2.65689 0.22900
H61 1.38810 -2.40012 -1.94791
H62 0.15341 -3.27948 -1.28925
C23 3.17766 1.59266 2.12339
C24 2.70961 0.45474 3.01755
C25 1.70794 1.05002 3.97688
O9 1.38687 0.11980 4.97200
C26 0.52880 0.67090 5.91993
N6 2.01140 -0.53655 2.16335
H63 3.81285 1.28156 1.29460
H64 3.82649 2.27441 2.68979
H65 2.29901 2.16898 1.83280
H66 3.50098 -0.04705 3.58971
H67 0.78938 1.34902 3.43633
H68 2.09389 2.01133 4.36249
H69 1.00992 1.53475 6.40326
H70 0.33006 -0.05420 6.70934
H71 -0.45077 0.99278 5.53790
H72 2.69178 -1.11052 1.64229
H73 1.64645 -1.32534 2.71735

Its HOMO-LUMO gap is 9.39 eV. The calculation puts the maximum force at 2.467 eV Å⁻¹. Its HOMO energy is -8.7141 eV. The value obtained for the LUMO energy is 0.0250 Eh.



Record 2
Below is a 6-piece molecular cluster, C26H73FN6O5P2Si overall, with properties calculated with the ωB97M-V functional and the def2-TZVPD basis.

Geometry (Å):
C1 -1.15942 1.49445 3.59446
C2 -1.91360 0.80190 2.45660
C3 -2.63364 1.76874 1.53451
F1 -3.63072 1.05882 0.81572
Si1 -1.57523 2.65310 0.20575
P1 0.48801 1.69738 0.10602
N1 0.59629 0.41432 -0.82062
P2 -1.49884 4.86064 0.59273
C4 -0.40076 5.39521 -0.79277
C5 -0.36898 4.85925 2.07753
C6 0.35013 6.20088 2.32480
H1 -0.12350 1.71947 3.34324
H2 -1.13713 0.84913 4.47015
H3 -1.64843 2.42502 3.88972
H4 -1.24075 0.15436 1.88735
H5 -2.67551 0.15035 2.88912
H6 -3.16305 2.51699 2.13453
H7 -2.16415 2.39662 -1.12391
H8 1.33985 2.75367 -0.28121
H9 0.93396 1.51175 1.42899
H10 -0.33555 0.22648 -1.18238
H11 -1.03385 5.50634 -1.67311
H12 0.41762 4.71963 -1.03780
H13 0.01866 6.37497 -0.57247
H14 -1.02349 4.64130 2.92177
H15 0.35179 4.04073 2.03311
H16 -0.05143 6.67015 3.22080
H17 0.25208 6.88711 1.48668
H18 1.41017 6.02266 2.49655
C7 -6.33309 -4.44579 3.96025
O1 -5.15699 -4.61093 4.72561
C8 -3.97468 -4.85624 3.98782
C9 -3.27002 -3.59827 3.47164
C10 -3.97093 -2.92836 2.29638
N2 -3.04843 -2.60404 4.52580
H19 -6.32898 -5.10387 3.08484
H20 -6.46884 -3.41624 3.61992
H21 -7.17404 -4.71508 4.59787
H22 -3.30196 -5.36647 4.68149
H23 -4.18638 -5.54443 3.15828
H24 -2.28448 -3.92913 3.12751
H25 -4.83495 -2.34918 2.62535
H26 -3.28865 -2.23724 1.80216
H27 -4.30989 -3.65923 1.56013
H28 -2.46011 -3.00048 5.25161
H29 -3.94101 -2.42157 4.97638
C11 -1.10781 8.30253 6.44889
O2 -0.14576 7.93514 5.47998
C12 0.98770 8.77496 5.38607
C13 2.08142 8.51007 6.42535
C14 1.74979 9.01404 7.82567
N3 2.46513 7.10052 6.50325
H30 -1.17799 9.39108 6.54126
H31 -0.88823 7.88004 7.43226
H32 -2.06890 7.91529 6.11313
H33 1.40658 8.57569 4.39591
H34 0.67686 9.82849 5.40871
H35 2.95996 9.06147 6.07332
H36 1.05124 8.34579 8.33026
H37 2.65507 9.05094 8.42975
H38 1.31053 10.01269 7.79788
H39 2.83186 6.78846 5.61035
H40 1.63039 6.54511 6.66530
C15 -0.21931 -4.10551 -5.19878
O3 0.25606 -2.91066 -4.60851
C16 -0.73302 -2.05225 -4.07555
C17 -1.18846 -2.40095 -2.65450
C18 -2.09404 -3.62468 -2.56748
N4 -0.06961 -2.55724 -1.72659
H41 -1.17224 -3.93602 -5.71324
H42 -0.35584 -4.90533 -4.46643
H43 0.51906 -4.42175 -5.93280
H44 -0.27274 -1.06132 -4.04940
H45 -1.59584 -2.00910 -4.75565
H46 -1.77090 -1.53579 -2.31276
H47 -1.51652 -4.54581 -2.65161
H48 -2.59619 -3.64479 -1.60066
H49 -2.85241 -3.62060 -3.35270
H50 0.44989 -1.68336 -1.67992
H51 0.57066 -3.24001 -2.12408
C19 4.77858 -1.43745 2.03457
O4 3.50545 -1.21860 1.46862
C20 3.35106 -1.64169 0.12152
C21 3.05112 -3.13232 -0.06272
C22 4.24559 -4.04950 0.18149
N5 1.91324 -3.59458 0.73196
H52 5.57141 -1.29190 1.29225
H53 4.88240 -2.43976 2.45877
H54 4.91027 -0.70905 2.83473
H55 2.49568 -1.08014 -0.25596
H56 4.23742 -1.35303 -0.46161
H57 2.76152 -3.24001 -1.11439
H58 4.42744 -4.18237 1.24877
H59 4.04896 -5.03606 -0.23695
H60 5.15497 -3.65370 -0.27529
H61 1.06748 -3.11949 0.42610
H62 2.06358 -3.32024 1.69835
C23 2.70889 -3.97002 -7.72362
O5 1.56980 -4.71034 -8.12030
C24 0.78384 -4.12677 -9.14108
C25 1.28283 -4.38716 -10.56580
C26 2.51955 -3.58244 -10.94987
N6 1.53247 -5.80339 -10.83392
H63 2.51635 -2.89376 -7.77597
H64 3.58603 -4.20253 -8.33195
H65 2.92324 -4.23424 -6.68857
H66 -0.20506 -4.58098 -9.03731
H67 0.67750 -3.04819 -8.96036
H68 0.46520 -4.07602 -11.22524
H69 3.42023 -4.01104 -10.50921
H70 2.64986 -3.59669 -12.03102
H71 2.43855 -2.54424 -10.62334
H72 0.67541 -6.33482 -10.72419
H73 2.16569 -6.15952 -10.12407

Its HOMO-LUMO gap is 9.04 eV. The calculation puts the maximum force at 0.439 eV Å⁻¹. Its HOMO energy is -8.5456 eV. The value obtained for the LUMO energy is 0.0181 Eh. Its SMILES is CC[C@H](F)[Si@H]([PH2]=N)P(C)CC.COC[C@@H](C)N.COC[C@@H](C)N.COC[C@@H](C)N.COC[C@@H](C)N.COC[C@@H](C)N.



Q: The highest HOMO belongs to which entry?
A: C26H73FN6O5P2Si



Q: Among the records above, which one has the highest maximum force?
A: C26H73F3N6O9



Q: What is the maximum force in the second record?
A: 0.439 eV Å⁻¹



Q: Which of these has the lowest HOMO?
A: C26H73F3N6O9